# 1
Computed, not measured: an isolated ion of composition C20H13F17N2 and charge +2 in a non-equilibrium geometry, with ωB97M-V/def2-TZVPD.

Each line ends with the Mulliken charge.
CARTESIAN COORDINATES (ANGSTROEM)
1 F -3.35073 1.28956 -5.30432  -0.228
2 C -3.14078 0.68567 -3.93537  0.539
3 F -2.31658 -0.52972 -4.15940  -0.213
4 F -4.49842 0.41162 -3.40678  -0.202
5 C -2.33215 1.87536 -3.08130  0.593
6 F -1.31310 2.40663 -4.06091  -0.255
7 F -3.31678 2.96760 -2.89628  -0.234
8 C -1.67504 1.28621 -1.70227  0.498
9 F -2.76681 0.48456 -1.03254  -0.306
10 F -0.57002 0.28996 -1.94097  -0.281
11 C -1.21113 2.41327 -0.60656  0.487
12 F -0.74333 1.64913 0.60281  -0.120
13 F -2.40027 3.20585 -0.11564  -0.263
14 C -0.07878 3.48440 -1.16953  0.679
15 F -0.86752 4.46868 -2.00311  -0.295
16 F 0.86900 2.84494 -2.14426  -0.272
17 C 0.65653 4.36652 -0.00170  0.371
18 F 0.65704 5.79300 -0.50376  -0.279
19 F -0.13095 4.43855 1.28658  -0.258
20 C 2.22959 4.00215 0.27363  0.565
21 F 3.12698 4.26094 -0.91449  -0.266
22 F 2.70242 4.99685 1.30958  -0.287
23 C 2.51065 2.52461 0.92212  0.752
24 F 2.13026 1.37570 0.06190  -0.253
25 F 4.01183 2.42688 1.07440  -0.341
26 C 1.93606 2.36198 2.48460  -0.658
27 C 2.55528 1.00707 3.23665  -0.725
28 N 1.90168 -0.23519 2.60653  0.309
29 C 2.69998 -1.28973 1.86170  -0.039
30 C 1.97000 -2.59654 1.14816  -0.615
31 C 0.31393 -2.74548 1.26185  0.824
32 C -0.47380 -3.98771 0.53597  0.684
33 C -2.04252 -4.41262 0.75153  -0.311
34 C -2.60584 -5.69532 -0.15829  -0.244
35 N -1.71769 -6.44581 -1.16657  -0.099
36 C -0.25590 -6.11743 -1.38986  -0.214
37 C 0.42601 -4.87734 -0.55745  -0.401
38 C -0.50961 -1.58236 2.13287  -0.482
39 C 0.40158 -0.36689 2.76268  -0.208
40 H 2.30865 3.27292 3.16029  0.433
41 H 0.76259 2.39047 2.54167  0.325
42 H 2.35982 1.06268 4.41072  0.303
43 H 3.71590 0.90053 3.11138  0.322
44 H 3.86668 -1.14615 1.78975  0.361
45 H 2.66566 -3.35722 0.59091  0.199
46 H -2.72668 -3.82062 1.49781  0.296
47 H -3.74084 -6.04894 -0.08712  0.364
48 H -2.11972 -7.23716 -1.74678  0.317
49 H 0.43205 -6.69075 -2.17638  0.363
50 H 1.55117 -4.63025 -0.78377  0.161
51 H -1.68615 -1.61770 2.26812  0.245
52 H -0.17017 0.48663 3.36119  0.359

Atomic forces in eV per Å
F 0.6 -2.3 4.9
C -1.4 -0.1 -3.2
F -3.1 4.1 1.3
F 5.2 0.6 -1.7
C -0.6 1.6 -3.1
F -3.0 -1.9 3.8
F 3.5 -3.8 0.0
C -0.6 -2.3 1.3
F 3.3 2.5 -2.1
F -3.6 3.6 0.6
C -1.4 0.2 2.3
F -1.0 2.3 -3.6
F 4.1 -2.8 -1.9
C -1.1 1.2 -3.0
F 2.5 -3.5 2.8
F -3.0 2.0 3.8
C -0.4 4.0 0.1
F 0.1 -4.9 1.7
F 2.7 -0.9 -4.3
C 2.7 2.2 0.2
F -3.6 -1.2 4.0
F -1.6 -3.3 -3.1
C 2.4 -1.3 1.1
F 0.8 3.5 2.3
F -4.3 0.2 -0.7
C 0.5 0.2 0.6
C 0.4 0.9 -0.1
N -2.3 -3.7 -1.4
C -3.6 -1.1 -0.3
C -2.2 3.4 2.3
C 1.3 2.3 1.4
C -0.4 -2.4 -2.0
C 2.9 -2.2 -3.1
C 2.9 1.6 0.0
N 1.9 3.2 2.3
C -0.8 3.2 2.9
C -4.1 -1.3 0.2
C 4.9 0.2 -0.8
C -0.1 -2.6 -1.8
H -0.6 -1.9 -1.9
H 2.4 -0.2 -0.4
H 0.1 -0.3 -2.7
H -2.4 0.3 0.0
H -2.7 -0.2 0.2
H -1.6 1.7 1.3
H 1.3 -1.6 -1.7
H 2.8 0.8 -0.2
H 0.4 1.3 1.1
H -2.1 1.1 1.8
H -2.6 -0.6 0.5
H 2.9 0.3 -0.2
H 1.6 -2.0 -1.4

total charge	+2
HOMO-LUMO gap	7.420	eV
calculated total energy	-2575.71354	a.u.
HOMO	-16.335	eV
LUMO energy	-8.9	eV


# 2
Computed, not measured: C20H13F5I2LiN4S2 as an isolated structure, with ωB97M-V/def2-TZVPD.

Each line ends with the Mulliken charge.
CARTESIAN COORDINATES (ANGSTROEM)
1 Li -0.70237 -0.15441 0.19326  0.577
2 N 4.07368 -0.27016 0.21530  -0.499
3 C 2.87371 -0.03713 -0.42832  0.290
4 S 2.54317 1.58247 -0.93689  -0.537
5 N 2.12404 -1.09078 -0.59078  -1.093
6 N 0.85920 -0.79049 -1.05575  0.744
7 C 0.45126 -1.41407 -2.09187  0.044
8 C 1.29838 -2.34763 -2.87909  -0.394
9 C 2.39832 -1.85759 -3.57625  -0.064
10 C 3.19633 -2.72223 -4.30766  -0.712
11 C 2.90858 -4.08049 -4.33848  -0.367
12 C 1.81984 -4.57302 -3.63522  -0.682
13 C 1.01363 -3.70731 -2.90948  0.081
14 C -0.94727 -1.13639 -2.51898  0.273
15 C -1.47854 -1.69779 -3.67736  -0.459
16 C -2.78466 -1.39936 -4.03097  -0.595
17 C -3.51441 -0.53385 -3.23482  -0.706
18 C -2.89718 -0.00791 -2.10864  -0.412
19 N -1.65674 -0.30201 -1.74804  -0.080
20 H 4.80019 0.39493 0.02204  0.209
21 H 4.33874 -1.24156 0.26619  0.230
22 H 2.62526 -0.79985 -3.52310  0.440
23 H 4.05111 -2.33613 -4.84783  0.376
24 H 3.53861 -4.75504 -4.90470  0.373
25 H 1.59898 -5.63259 -3.64532  0.381
26 H 0.17003 -4.08679 -2.34562  0.513
27 H -0.87624 -2.35593 -4.28442  0.426
28 H -3.22165 -1.83538 -4.92046  0.431
29 H -4.53574 -0.26678 -3.46610  0.435
30 H -3.42785 0.68541 -1.46529  0.638
31 I 0.76154 1.84886 1.57921  0.071
32 C -0.32696 1.81078 3.43159  -0.935
33 I -2.25090 2.70769 3.37810  -0.026
34 H 0.24121 2.36709 4.16724  0.407
35 H -0.46001 0.78124 3.74245  0.373
36 F -7.23139 -1.85644 -0.08781  -0.339
37 C -5.91785 -1.96064 0.17338  0.667
38 C -5.15899 -0.83824 0.45528  -0.064
39 F -5.73279 0.37449 0.44669  -0.356
40 C -3.80796 -0.97107 0.71389  -0.060
41 F -3.12364 0.17233 0.93602  -0.344
42 C -3.13170 -2.19356 0.71118  0.335
43 S -1.42095 -2.32352 0.99231  -0.384
44 C -3.93995 -3.29889 0.42192  0.294
45 F -3.40818 -4.52771 0.37895  -0.360
46 C -5.29182 -3.19727 0.15618  0.186
47 F -6.00916 -4.29419 -0.12693  -0.326

Atomic forces in eV per Å
Li 0.0 -0.2 -0.4
N 0.0 -0.1 0.0
C 0.0 -0.1 0.1
S 0.0 0.0 -0.1
N -0.2 0.3 -0.2
N 0.2 -0.2 0.1
C -0.2 0.1 0.1
C 0.0 0.0 0.0
C 0.0 0.0 0.0
C 0.0 0.0 0.0
C 0.0 0.0 0.0
C 0.0 0.0 0.0
C 0.0 0.0 0.0
C 0.2 -0.1 0.0
C -0.1 0.1 0.0
C 0.0 0.0 0.0
C 0.0 0.0 0.0
C -0.1 0.1 0.0
N 0.0 0.0 0.1
H 0.0 0.0 0.0
H 0.1 0.0 0.0
H 0.0 0.0 0.0
H 0.0 0.0 0.0
H 0.0 0.0 0.0
H 0.0 0.0 0.0
H 0.0 0.0 0.0
H 0.0 0.0 0.0
H 0.0 0.0 0.0
H 0.0 0.0 0.0
H 0.0 0.0 0.0
I 0.0 0.0 0.1
C 0.1 0.1 0.0
I -0.1 0.0 0.0
H 0.0 0.0 0.0
H 0.0 0.0 0.0
F 0.0 0.0 0.0
C 0.1 0.0 0.0
C 0.0 -0.2 0.0
F 0.0 0.0 0.0
C -0.1 0.0 0.0
F 0.1 0.0 0.1
C 0.2 0.1 0.0
S -0.1 0.0 0.1
C -0.1 0.0 0.0
F 0.0 0.0 0.0
C 0.0 0.2 0.0
F -0.1 0.0 0.0

total charge	-1
HOMO-LUMO gap	6.918	eV
calculated total energy	-2887.72186	a.u.
HOMO	-4.621	eV
LUMO energy	2.3	eV


# 3
Computed, not measured: C20H14BrIN5O7S2V as an isolated structure in a non-equilibrium geometry, with ωB97M-V/def2-TZVPD.

Each line ends with the Mulliken charge.
CARTESIAN COORDINATES (ANGSTROEM)
1 V 0.67229 -0.50777 0.03660  0.433
2 C 1.42300 -1.71174 3.40583  -1.175
3 C 2.40879 -1.92118 2.31152  0.643
4 N 2.22493 -1.59870 1.05716  0.378
5 C 3.30408 -1.92319 0.25333  -0.203
6 C 4.33368 -2.49739 0.92120  -0.328
7 S 3.94926 -2.63806 2.58402  -0.141
8 C 3.13672 -1.61330 -1.15928  -0.516
9 C 3.92954 -1.86756 -2.22892  -0.296
10 S 3.16954 -1.31753 -3.66362  -0.112
11 C 1.82132 -0.76457 -2.76700  0.446
12 N 1.95086 -0.97967 -1.47947  0.627
13 C 0.62789 -0.11674 -3.37313  -0.899
14 H 0.54483 -1.19380 3.02558  0.130
15 H 1.86564 -1.12960 4.21392  0.379
16 H 1.11372 -2.67004 3.82419  0.371
17 H 5.28119 -2.84370 0.54223  0.451
18 H 4.89708 -2.34087 -2.25372  0.464
19 H 0.78146 0.08163 -4.43124  0.488
20 H 0.40446 0.82535 -2.86388  0.181
21 H -0.23424 -0.78067 -3.27010  0.176
22 O -6.05881 0.62619 -0.37961  -0.596
23 N -5.75806 -0.42783 -0.90239  1.011
24 O -6.51677 -1.18373 -1.47115  -0.584
25 C -4.33505 -0.79685 -0.87357  -0.316
26 C -3.95451 -2.05188 -1.30840  -0.544
27 C -2.62850 -2.43073 -1.23177  -0.330
28 C -1.66957 -1.57827 -0.64800  1.186
29 O -0.40704 -1.86418 -0.41863  -0.871
30 C -2.10246 -0.28349 -0.31268  0.095
31 C -3.40790 0.12641 -0.41482  -0.731
32 N -1.03003 0.59013 0.05859  0.826
33 O -0.99734 1.78146 -0.38639  -0.537
34 O -0.38029 0.29763 1.19776  -0.395
35 N -2.21190 -3.68821 -1.85601  0.999
36 O -3.05611 -4.54019 -2.02104  -0.598
37 O -1.04570 -3.77139 -2.20355  -0.547
38 H -4.68601 -2.71639 -1.74654  0.618
39 H -3.70619 1.13916 -0.18164  0.635
40 Br 0.70034 4.66925 -1.43390  -0.135
41 C 0.57638 4.41223 0.42774  0.244
42 C -0.11009 5.33777 1.19909  -0.301
43 C -0.21342 5.16229 2.56977  -0.602
44 C 0.37286 4.06562 3.18145  -0.634
45 C 1.07315 3.14056 2.42472  -0.396
46 C 1.16571 3.32213 1.05588  0.175
47 I 2.25393 1.87509 -0.04055  0.222
48 H -0.55512 6.19964 0.72173  0.402
49 H -0.74947 5.88814 3.16557  0.392
50 H 0.29478 3.92550 4.25113  0.396
51 H 1.53715 2.28306 2.89200  0.421

Atomic forces in eV per Å
V 0.3 0.3 -0.3
C 0.0 0.0 0.0
C 0.5 -0.2 0.1
N -0.2 -0.1 0.2
C 0.2 -0.1 0.2
C -0.1 0.0 0.0
S -0.3 0.1 -0.1
C 0.1 -0.1 -0.2
C -0.1 0.0 0.0
S -0.2 0.1 0.3
C 0.2 -0.1 -0.3
N 0.8 0.1 -0.7
C 0.0 0.0 0.0
H 0.0 0.0 0.0
H 0.0 0.0 0.0
H 0.0 0.0 0.0
H 0.0 0.0 0.0
H 0.0 0.0 0.0
H 0.0 0.0 0.0
H 0.0 0.0 0.0
H 0.0 0.0 0.0
O 0.0 -0.2 0.0
N -0.1 0.3 -0.4
O 0.1 0.0 0.2
C 0.4 -0.2 0.2
C -0.2 0.0 -0.2
C 0.5 0.4 0.3
C -1.6 0.2 -0.2
O 0.3 -0.7 -0.6
C -0.4 -0.7 0.2
C -0.2 0.1 0.0
N 0.5 -0.4 -2.0
O -0.2 0.1 0.3
O -0.6 1.1 2.9
N 0.1 -0.3 -0.1
O 0.1 0.1 0.1
O -0.2 0.1 0.1
H 0.0 -0.1 0.0
H 0.0 0.0 0.1
Br -0.1 0.1 0.0
C 0.2 -0.2 -0.1
C 0.0 0.1 0.0
C 0.0 -0.1 0.0
C 0.0 0.0 0.1
C 0.0 0.0 -0.1
C 0.1 -0.2 -0.1
I 0.2 0.4 0.2
H 0.0 0.0 0.0
H 0.0 0.0 0.0
H 0.0 0.0 0.0
H 0.0 0.0 0.0

total charge	+1
HOMO-LUMO gap (alpha / beta)	6.912 / 6.661	eV
energy above the lowest of the compared OMol25 structures with the same formula, charge and spin	1.0037	eV
2S+1	2
⟨S²⟩	0.789
calculated total energy	-6182.62892	a.u.
HOMO (alpha / beta)	-11.277 / -11.000	eV
LUMO energy (alpha / beta)	-4.4 / -4.3	eV


# 4
Computed, not measured: C20H14BrMnN2O5 as an isolated structure, with ωB97M-V/def2-TZVPD.

Each line ends with the Mulliken charge.
CARTESIAN COORDINATES (ANGSTROEM)
1 Mn 0.63331 -0.50843 0.49842  0.165
2 O -0.31145 3.84486 -0.13178  -0.732
3 C -1.64800 3.73073 -0.21988  0.224
4 C -2.38945 4.90981 -0.33257  -0.656
5 C -3.76510 4.86584 -0.42806  -0.277
6 C -4.43461 3.64452 -0.41375  -0.721
7 C -3.70432 2.47742 -0.30311  -0.350
8 C -2.31255 2.49292 -0.20559  0.112
9 C -1.55570 1.22006 -0.09109  1.290
10 O -0.26433 1.29250 0.02627  -1.195
11 N -2.22594 0.09925 -0.12164  -0.856
12 N -1.34594 -0.96133 -0.00314  0.422
13 C -1.80658 -2.13545 -0.19728  -0.153
14 C -0.97858 -3.32704 -0.19188  0.568
15 C -1.62468 -4.56938 -0.19728  -0.661
16 C -0.92819 -5.75718 -0.24815  -0.663
17 C 0.46534 -5.70885 -0.31699  -0.392
18 C 1.12917 -4.50323 -0.33063  -0.665
19 C 0.43953 -3.27437 -0.26158  0.657
20 O 1.14078 -2.16960 -0.31155  -0.899
21 H 0.03678 2.92165 -0.05011  0.422
22 H -1.84992 5.84795 -0.34061  0.411
23 H -4.32345 5.79050 -0.51360  0.358
24 H -5.51358 3.60818 -0.48772  0.376
25 H -4.19398 1.51336 -0.28924  0.432
26 H -2.87221 -2.24355 -0.39983  0.337
27 H -2.70891 -4.57879 -0.15824  0.330
28 H -1.44957 -6.70506 -0.23948  0.374
29 H 1.03608 -6.62932 -0.36101  0.350
30 H 2.20934 -4.45867 -0.38593  0.398
31 Br 6.74734 2.19432 -0.06588  -0.251
32 C 5.01671 1.40557 0.09310  0.202
33 C 4.77445 0.18332 -0.50557  -0.602
34 C 3.51000 -0.38400 -0.38298  0.201
35 C 2.49446 0.25447 0.32404  0.147
36 C 2.77968 1.48449 0.91678  0.077
37 C 4.03520 2.06964 0.80714  -0.714
38 H 5.55945 -0.31781 -1.05684  0.399
39 H 3.31349 -1.34476 -0.84323  0.345
40 H 2.01265 1.99910 1.48456  0.401
41 H 4.24793 3.02403 1.27029  0.393
42 O 0.45083 -0.00411 2.49343  -0.305
43 O 0.17449 -1.29356 2.47217  -0.298

Atomic forces in eV per Å
Mn 0.1 -0.1 0.1
O 0.0 0.0 0.0
C 0.0 0.0 0.0
C 0.0 0.0 0.0
C 0.0 0.0 0.0
C 0.0 0.0 0.0
C 0.0 0.0 0.0
C 0.0 0.0 0.0
C 0.0 -0.1 0.1
O 0.0 0.1 -0.1
N 0.0 0.1 0.0
N 0.0 0.0 0.0
C 0.1 0.0 0.0
C 0.0 0.0 0.0
C 0.0 0.0 0.0
C 0.0 0.0 0.0
C 0.0 0.0 0.0
C 0.0 0.0 0.0
C 0.0 0.0 0.0
O 0.0 0.1 0.0
H 0.0 0.0 0.0
H 0.0 0.0 0.0
H 0.0 0.0 0.0
H 0.0 0.0 0.0
H 0.0 0.0 0.0
H 0.0 0.0 0.0
H 0.0 0.0 0.0
H 0.0 0.0 0.0
H 0.0 0.0 0.0
H 0.0 0.0 0.0
Br 0.0 0.0 0.0
C 0.0 0.0 0.0
C 0.0 0.0 0.0
C 0.0 0.0 0.0
C -0.1 0.0 0.0
C 0.0 0.0 0.0
C 0.0 0.0 0.0
H 0.0 0.0 0.0
H 0.0 0.0 0.0
H 0.0 0.0 0.0
H 0.0 0.0 0.0
O 0.0 0.0 0.0
O 0.0 0.0 0.0

total charge	-1
HOMO-LUMO gap (alpha / beta)	7.606 / 7.787	eV
2S+1	6
⟨S²⟩	8.841
calculated total energy	-4981.28559	a.u.
HOMO (alpha / beta)	-4.977 / -5.152	eV
LUMO energy (alpha / beta)	2.6 / 2.6	eV


What is the formula in the third record?
C20H14BrIN5O7S2V


The highest calculated total energy belongs to which entry?
C20H13F17N2